Molecular formula: C32H28N7S3Ti
Method: DFT, the ωB97M-V functional and the def2-TZVPD basis

Element x y z (Å)
C 2.17907 2.52966 2.93807
C 0.62052 4.18053 3.66684
C 2.86478 0.48715 1.71419
H 2.72038 4.24103 4.12707
C 1.42360 0.49230 -1.15631
C 1.15084 1.82110 2.29765
H 1.67499 3.98872 -1.82727
C 1.92133 3.70370 3.63189
C -3.42587 -0.44977 1.85426
C -3.22959 -0.49030 -2.53505
C -5.77784 -0.16515 3.34505
H -4.25015 -0.07966 -0.70345
H 3.80321 2.44895 -4.49708
C -0.92315 -1.05058 -2.27182
H 0.18774 2.84102 -3.54831
S 3.69469 1.71884 2.66403
C -4.52676 -1.26968 1.61556
C 1.08561 2.47179 -4.04519
C -2.18969 -0.60155 1.05209
H 1.07497 -2.24447 4.94548
S 1.03935 -2.62581 2.24361
C 2.54783 3.59954 -2.35295
H 2.91786 -1.38055 -1.83636
H 2.86769 4.33400 -3.09867
H -6.53778 -1.78048 2.15485
C 2.21223 2.26103 -3.02530
H 0.77742 -5.77618 -1.70312
C 2.76424 -5.67351 -3.51855
C -0.14845 2.32276 2.31954
H 3.76713 -3.17817 -3.36667
H -4.73324 1.39760 4.38222
H 0.05703 -1.25426 -2.68097
C -3.51542 0.50645 2.86758
C -0.40141 3.49649 3.00613
C -3.32706 -0.38256 -1.17723
H 0.40047 5.09668 4.20027
H -0.25856 -1.24403 5.24607
H -4.08582 -0.28167 -3.16445
N -0.98716 -0.78355 1.58411
C -5.69529 -1.12898 2.35256
H 4.26575 1.55771 -3.03176
C -2.20015 -0.65426 -0.36736
H 1.38933 3.19410 -4.80923
C -1.99015 -0.85254 -3.10579
H -2.65306 1.11883 3.09113
C 3.45952 1.73151 -3.74565
H -4.45771 -2.03256 0.84968
H 0.83347 1.52956 -4.53488
C 0.89399 -3.77199 -0.94708
H 0.09812 -3.88031 -0.22094
N 0.14117 -1.97820 4.67980
C 1.27809 -4.82096 -1.76224
H -1.85896 -0.93509 -4.17550
C 2.32666 -4.61261 -2.64908
C 1.78485 1.29154 -2.00340
N 1.48305 -2.57543 -0.98701
N -0.98773 -0.97132 -0.92830
H -1.40909 3.89402 3.02580
N 1.56371 0.67174 1.66076
C -0.00352 -1.74528 3.32043
N 3.11379 -6.51868 -4.21388
C -4.68110 0.64998 3.60012
H -0.92626 1.79173 1.78888
C 2.94792 -3.37015 -2.68915
H 3.23774 0.78673 -4.24626
N -0.92908 -0.91797 2.95907
C 2.49067 -2.37589 -1.84301
S 3.61995 -0.78640 0.91165
Ti 0.76889 -0.93006 0.37156
H -6.68657 -0.05372 3.92367
H 3.34693 3.46755 -1.62240

- M (g mol⁻¹) = 654.7
- net charge = -1
- 2S+1 = 3
- Kohn-Sham gap (spin up / spin down) (Ha) = 0.1764 / 0.2298
- <S²> = 2.019

Atomic partial charges in e from the Mulliken method, atoms 1 to 4: 1.04 -0.55 0.29 0.38

=====

Molecular formula: C3OPt
Method: DFT, the ωB97M-V functional and the def2-TZVPD basis

Element x y z (Å)
C -0.15854 1.06109 0.83471
C -0.38208 -0.48160 -0.35758
C 0.69850 -0.06078 0.24606
Pt -1.30032 -1.67014 -1.41532
O 1.14244 1.15144 0.69213

- M (g mol⁻¹) = 247.1
- net charge = +2
- 2S+1 = 3
- Kohn-Sham gap (spin up / spin down) (Ha) = 0.3691 / 0.2699
- <S²> = 2.026

Atomic partial charges in e from the Mulliken method, atoms 1 to 4: 0.24 0.11 0.25 1.25

=====

Molecular formula: C27H79BIN26O14
Method: DFT, the ωB97M-V functional and the def2-TZVPD basis

Element x y z (Å)
H -8.82149 4.22811 1.49412
H 2.54970 1.68437 -4.41872
N 1.20304 -4.72212 7.14045
H -3.95958 -1.94084 -4.33259
H 5.21274 -1.46227 -2.41469
H 7.14569 -2.33182 0.15256
H -5.06601 4.22287 2.96640
C 0.14883 2.55799 -1.28635
C 3.49658 -2.37385 -1.58310
N -3.72913 1.72284 -0.54188
H 1.83733 1.10064 0.37072
C 4.59106 -1.31300 -1.54279
O -4.27800 5.34096 4.67918
H -2.61353 -5.73364 -4.03148
H -2.04780 -6.41569 -0.09404
C 2.84433 -0.49927 -7.28862
H 2.85239 -1.57767 0.27957
C 1.59305 -4.43608 5.86569
H 1.92512 -9.27521 4.73626
C -3.29707 -1.44101 -3.64067
C -3.07350 5.16935 4.79000
H -0.68198 3.13532 -3.36466
H 0.73420 2.84771 -4.33592
H -3.76382 -1.47956 -2.65989
N 2.70042 -9.18127 4.10707
O -1.13557 -2.09472 -4.67158
H -1.50557 10.55908 -3.99577
N -5.41924 1.88868 3.88683
O -5.49377 -1.18798 4.20985
N -5.42244 3.55850 2.30360
H -2.89871 -2.87516 4.94106
H 1.66371 -1.40976 -1.05222
C -5.68044 2.24458 2.61047
H -3.57850 -1.51300 5.75947
N -3.60868 -2.17046 5.00322
H 3.93332 2.24585 -3.58243
H 0.97656 0.17419 -4.71381
H -1.12206 0.15776 -1.65457
H 4.87694 0.78476 -1.65261
H -3.15321 3.92177 6.39804
H -3.95914 -3.69065 3.00128
H 9.43066 -4.32385 -1.66584
H 2.02029 0.51443 -8.92907
C -9.56988 5.84957 2.59771
O 3.71643 -0.50128 -6.43916
H 4.83013 -8.88405 2.76907
N 0.77256 3.61730 -0.54754
H 3.40072 1.23868 -8.18173
H -1.18245 5.62830 4.01614
N 4.93513 -8.73818 3.75480
N -8.54421 5.75363 3.49994
H -10.26959 4.96762 0.90524
C -1.93734 -2.11462 -3.50449
C 3.23463 -0.86723 3.51202
N 2.72779 0.49570 -8.21938
H -0.25116 8.41395 -1.46638
C 3.91066 -8.84964 4.65162
H 3.05287 -2.43937 -2.57024
H -0.08611 3.90157 2.12746
I -0.37350 5.33952 -0.63311
N -9.53272 4.92913 1.58415
H -1.74071 -0.28395 -5.53824
C -1.74897 1.02770 -1.54779
H -1.53609 4.22328 5.86555
H 1.72212 -2.17457 3.86210
H -8.53873 6.40750 4.26013
H 1.97223 -2.24539 -6.71726
H 2.27985 3.46439 -2.57430
H 3.95312 -3.33653 -1.38443
H -1.46920 2.52562 -0.08173
H 4.12357 -0.07565 -3.79754
C 2.21305 2.39653 -2.37719
O -10.44565 6.68625 2.69020
O 7.74397 -1.67925 -2.17353
C -0.86166 -0.81787 -5.19068
C 0.06484 2.38631 -3.61770
H 2.55480 -9.33543 3.12779
C 8.17214 -2.64901 -1.57559
H 2.80362 -5.11307 4.39023
H 1.41115 1.42891 2.02126
C 2.37637 -2.06899 -0.56600
H 2.70519 2.23580 -1.43288
H 2.85951 -6.10008 5.81183
O 0.24981 11.39256 -2.45143
O 3.85685 -1.57135 2.73055
N 1.91057 -1.49603 -7.38214
H -2.09915 1.42709 -2.48644
H 3.19479 0.98251 4.50973
H 0.09322 -0.38145 -3.29527
C 1.88577 1.85830 1.14677
H 9.35914 -3.32907 -3.07740
N -0.99827 2.12452 -0.88268
H -2.90789 -7.31469 -3.39957
N 0.13613 9.33617 -1.50892
N 7.79873 -2.94903 -0.29328
N 2.07029 -1.26022 4.08763
C 4.02823 0.10393 -1.69700
H -1.43688 -1.71938 -2.62125
B 1.15838 3.20433 0.81401
H 0.54071 -4.10380 7.56921
N -2.52193 4.37045 5.75999
C -2.97030 0.77000 -0.70449
C -0.24129 10.28523 -2.42853
C -0.01094 0.06968 -4.27398
C -4.63951 -2.05068 4.11237
H 5.83871 -8.49908 4.11935
H -5.59566 0.93056 4.15254
H 5.21539 -1.37116 -0.66118
H -3.14581 -0.20673 -0.26586
N 3.67827 0.38436 3.86796
H 1.88368 -2.99019 -0.28877
H 1.54501 -5.50789 7.66104
H -1.62693 8.97784 -3.30996
H 1.18750 -1.51826 -8.07614
N -2.17475 5.75924 3.95044
H -2.57849 -7.71323 -1.10502
O -6.10768 1.46605 1.78930
N 9.06390 -3.52006 -2.13816
H 2.55482 -0.42281 -3.20548
H 8.14158 -3.74200 0.21387
C 3.01897 1.68119 -3.44306
O 0.83421 4.05174 1.86619
H 4.54047 0.69795 3.46305
H -2.11469 -3.15890 -3.28492
N 2.49361 -5.29839 5.32659
N 0.76427 2.02705 -2.35501
H -5.39393 -2.90798 2.43492
N -1.20841 9.88764 -3.31215
H -4.50011 1.44604 0.07028
H -2.54112 6.35543 3.23176
N -4.64733 -2.96949 3.10271
H 3.32685 0.32742 -0.90078
H 2.92782 2.04583 1.38538
H -3.18927 -0.38486 -3.86056
H -5.06190 2.52727 4.57081
H -0.25715 -0.98962 -6.07115
H 1.55495 -0.69655 4.73514
O -0.63987 1.35585 -4.26106
H 0.84324 9.59883 -0.84773
C -2.27220 -5.86114 -2.03367
O -1.93955 -4.69575 -1.87875
N -2.63208 -6.36284 -3.25032
N -2.30902 -6.75352 -1.00116
H -5.60593 3.85476 1.36242
C 3.38865 0.25151 -3.07162
O 4.05963 -8.66238 5.84667
H -7.81384 5.06893 3.43907
O 1.16249 -3.46579 5.25222

- M (g mol⁻¹) = 1129.8
- net charge = +1
- Kohn-Sham gap (Ha) = 0.2454

Atomic partial charges in e from the Mulliken method, atoms 1 to 4: 0.15 0.25 -0.40 0.36

=====

Molecular formula: C3HCl2NO2S
Method: DFT, the ωB97M-V functional and the def2-TZVPD basis

Element x y z (Å)
S -2.17923 -2.22300 2.04170
N -0.96824 -0.63353 0.30755
H 1.27365 1.15594 -0.28381
C -1.96176 -0.70858 1.29661
C 1.71576 0.99428 -1.22741
O 1.11341 -1.51302 -0.19116
Cl 3.09476 2.13624 -1.27356
C 0.10726 -1.13287 0.15789
Cl 0.42166 1.67932 -2.37218
O -2.61726 0.24521 1.54436

- M (g mol⁻¹) = 186.0
- net charge = -2
- Kohn-Sham gap (Ha) = 0.1909

Atomic partial charges in e from the Mulliken method, atoms 1 to 4: -0.65 -0.24 -0.03 0.26

=====

Molecular formula: C4H11N3
Method: DFT, the ωB97M-V functional and the def2-TZVPD basis

Element x y z (Å)
N 2.50329 -1.07171 -0.28201
H 0.02080 -1.39644 0.72049
H -3.27658 0.16310 -0.38532
N 1.97465 1.23103 -0.02788
H -2.36527 -1.08782 -1.38958
C 1.66884 -0.07088 -0.09590
H 1.52658 2.07539 -0.38650
H -0.09660 1.53260 1.24090
C -1.02666 0.30404 -0.39099
H -1.41992 0.15716 1.59925
C -2.29369 -0.48358 -0.39550
C 0.16896 -0.38508 0.34189
H 3.04050 1.46690 0.07360
N -0.61700 0.61434 1.02435
H 3.39253 -0.86630 -0.67071
H -0.77930 1.03452 -1.02707
H 2.22569 -2.01516 -0.00311
H -2.38191 -1.02487 0.54463

- M (g mol⁻¹) = 101.2
- net charge = +2
- structure (SMILES) = C[C@H]1[NH2+][C@@H]1C(N)=[NH2+]
- Kohn-Sham gap (Ha) = 0.4205

Atomic partial charges in e from the Mulliken method, atoms 1 to 4: -0.30 0.36 0.39 -0.45

=====

What did we get for electronic energy? Answer: -99693.9139; -8371.9435; -105470.6444; -44591.2557; -8777.6429 eV, in the order shown.
What did we get for maximum force? Answer: 0.24; 3.50; 2.55; 3.94; 4.94 eV/A, in the order shown.